Entry 1:
8
Properties=species:S:1:pos:R:3:forces:R:3:mulliken_charge:R:1 method="wB97M-V/def2-TZVPD" homo_energy_ev=-10.23 gap_ev=7.73 lumo_ev=-2.5 relative_energy_kcal_mol=73.8 total_charge=0
C -0.0871 0.4196 0.9756 -0.26 -0.34 1.40 0.76
C -0.1030 0.6358 -0.4692 2.20 -2.43 -1.61 -0.10
O 0.7750 0.7329 1.7197 -0.10 0.09 -0.29 -0.41
O 1.0195 -1.3337 -0.5741 -1.16 2.49 0.26 -0.59
Br -1.7258 -0.3891 1.6152 0.01 -0.16 0.34 -0.16
Br -1.5660 0.3953 -1.5397 -0.24 0.17 -0.21 0.12
Br 1.3164 1.5867 -1.1597 -0.12 0.21 0.06 0.08
H 0.3710 -2.0475 -0.5679 -0.33 -0.03 0.05 0.29

=====

Entry 2:
8
Properties=species:S:1:pos:R:3:forces:R:3:mulliken_charge:R:1 method="wB97M-V/def2-TZVPD" homo_energy_ev=-10.94 gap_ev=11.10 lumo_ev=0.2 relative_energy_kcal_mol=12.4 total_charge=0
C -0.3460 -0.5815 -0.2236 -2.45 2.90 -3.24 -0.49
C 0.3900 0.5826 0.3866 1.26 -0.22 0.82 0.66
F 0.3226 0.6171 1.7627 -0.88 -0.07 -1.23 -0.20
F -0.0462 1.7363 -0.1035 0.29 -0.07 0.23 -0.17
Cl -0.1152 -0.6800 -2.1235 -0.09 0.39 2.19 -0.12
Cl 2.1228 0.2909 0.0955 0.08 0.44 -0.35 -0.12
Br -2.2471 -0.4758 0.1319 0.25 0.13 0.06 -0.04
H -0.0810 -1.4896 0.0741 1.55 -3.49 1.51 0.48

=====

Entry 3:
7
Properties=species:S:1:pos:R:3:forces:R:3:mulliken_charge:R:1 method="wB97M-V/def2-TZVPD" homo_energy_ev=-11.15 gap_ev=8.98 lumo_ev=-2.2 relative_energy_kcal_mol=56.0 total_charge=0
C -0.9158 -0.0752 0.4062 0.99 -2.10 -0.78 0.15
C 0.5695 0.0303 0.2383 1.35 -0.42 -3.83 0.40
O -1.3690 -1.1917 0.3614 -0.66 1.82 0.75 -0.42
F 0.0314 0.0540 -1.7339 0.46 0.14 2.61 -0.52
Cl 1.4407 -1.4056 0.2054 0.07 0.47 0.46 -0.01
Br 1.4973 1.6518 0.1189 -0.43 -0.53 0.61 0.08
H -1.2541 0.9363 0.4036 -1.79 0.62 0.19 0.33

=====

Entry 4:
7
Properties=species:S:1:pos:R:3:forces:R:3:mulliken_charge:R:1 method="wB97M-V/def2-TZVPD" homo_energy_ev="-8.24 / -8.32" gap_ev="6.63 / 6.76" lumo_ev="-1.6 / -1.6" relative_energy_kcal_mol=87.6 total_charge=0
C 1.6839 0.6715 -0.4186 0.41 1.26 0.95 0.42
C -1.7605 -0.1141 0.3666 0.15 0.55 -0.33 -0.46
O 2.4254 1.5921 -0.4629 -0.88 -1.70 -0.34 -0.31
Cl 1.9551 -0.8800 0.4493 0.03 0.54 -0.64 -0.13
Br -0.4017 1.0253 -0.5231 -0.04 -0.62 0.00 0.19
I -2.7605 -1.7149 -0.5206 0.14 -0.03 -0.49 0.07
H -1.1417 -0.5799 1.1092 0.19 -0.01 0.86 0.22

=====

Entry 5:
9
Properties=species:S:1:pos:R:3:forces:R:3:mulliken_charge:R:1 method="wB97M-V/def2-TZVPD" homo_energy_ev=-10.28 gap_ev=10.67 lumo_ev=0.4 relative_energy_kcal_mol=64.4 total_charge=0
C 2.1254 -0.6950 -0.6757 -0.88 -0.67 2.00 -0.24
C -1.3625 0.9391 0.2859 -1.21 0.31 -0.61 0.63
N 1.5336 -1.2104 0.2031 1.91 1.63 -2.59 0.47
O 0.9838 -1.5528 1.1602 -1.35 -0.95 2.35 -0.54
F -0.1242 1.3817 0.3154 0.26 -0.08 0.75 -0.16
F -2.1458 1.9411 -0.1009 0.03 0.37 -1.06 -0.20
F -1.8778 0.6328 1.4626 1.07 -0.88 0.52 -0.17
Br -1.4287 -0.5449 -0.9789 -0.33 0.31 0.34 -0.11
H 2.2961 -0.8915 -1.6717 0.50 -0.03 -1.70 0.32

=====

Entry 6:
7
Properties=species:S:1:pos:R:3:forces:R:3:mulliken_charge:R:1 method="wB97M-V/def2-TZVPD" homo_energy_ev=-2.53 gap_ev=6.21 lumo_ev=3.7 relative_energy_kcal_mol=27.7 total_charge=-1
C 1.4588 -1.2312 0.2840 -0.39 0.35 -0.08 0.58
C -0.6591 0.7401 -0.1678 1.11 -0.01 0.19 -0.30
O 0.8014 -1.9849 0.8516 -0.74 -0.91 0.66 -0.33
O 2.2576 -0.5938 -0.2479 0.97 0.70 -0.62 -0.33
F -0.7543 1.2746 -1.4848 -0.16 0.08 0.06 -0.27
Br -2.5426 0.1374 0.2996 -0.39 0.07 0.09 -0.40
H -0.5618 1.6578 0.4653 -0.40 -0.29 -0.29 0.05

=====

Entry 7:
5
Properties=species:S:1:pos:R:3:forces:R:3:mulliken_charge:R:1 method="wB97M-V/def2-TZVPD" homo_energy_ev=-8.60 gap_ev=9.22 lumo_ev=0.6 relative_energy_kcal_mol=74.5 total_charge=0
C 0.6201 -0.0795 -0.2978 3.69 -0.83 0.59 0.00
C 1.8804 -0.3414 -0.1192 -3.42 -0.24 -0.26 0.06
O 1.1782 -1.5808 -0.0122 0.24 1.12 -0.19 -0.42
Br 3.6088 0.1555 0.0075 0.42 -0.05 0.04 -0.02
H -0.2455 0.4309 -0.5952 -0.93 0.00 -0.19 0.38

=====

Entry 8:
5
Properties=species:S:1:pos:R:3:forces:R:3:mulliken_charge:R:1 method="wB97M-V/def2-TZVPD" homo_energy_ev="-9.72 / -9.71" gap_ev="6.60 / 6.59" lumo_ev="-3.1 / -3.1" relative_energy_kcal_mol=19.6 total_charge=0
C -0.8762 0.8872 0.2036 8.17 -3.12 -2.62 -0.34
C -1.9931 1.1934 0.5280 -4.57 1.31 1.36 0.01
S 0.5427 -0.1173 -0.6094 -3.51 2.17 0.91 0.07
Br 2.5686 -0.8201 0.1367 -0.63 0.26 0.41 -0.01
H -0.2420 -1.1433 -0.2589 0.53 -0.61 -0.07 0.27

=====

Entry 9:
7
Properties=species:S:1:pos:R:3:forces:R:3:lowdin_spin:R:1 method="wB97M-V/def2-TZVPD" homo_energy_ev="-18.27 / -17.83" gap_ev="7.97 / 7.24" lumo_ev="-10.3 / -10.6" total_charge=+2 multiplicity=2
O 0.5320 -1.5005 1.3747 0.04 1.79 -0.92 0.16
H -0.3356 -1.8790 1.6113 -0.21 -0.37 0.10 0.01
O -0.7638 0.6980 -0.1101 -2.17 1.78 0.26 0.03
O 0.1900 0.6787 -1.1780 1.66 -0.53 0.08 0.14
C 0.5141 -0.6721 0.4259 -0.18 -2.18 1.64 0.34
C 1.0872 -0.1402 -0.6404 0.47 0.87 -1.96 0.32
Ca -1.2238 2.8150 -1.4835 0.39 -1.37 0.80 0.00

=====

Entry 10:
8
Properties=species:S:1:pos:R:3:forces:R:3:lowdin_spin:R:1 method="wB97M-V/def2-TZVPD" homo_energy_ev="-7.35 / -10.65" gap_ev="7.72 / 9.84" lumo_ev="0.4 / -0.8" relative_energy_kcal_mol=0.0 total_charge=0 multiplicity=2
O -1.5760 1.0755 -0.2397 -1.50 -0.09 0.34 0.10
C -1.5925 -0.1668 -0.4264 0.03 -0.35 0.77 0.02
O -0.5637 -0.7710 -0.8410 -1.07 -1.46 0.00 0.10
C 0.8874 -0.1328 1.9140 -0.03 0.82 0.59 0.01
O 0.5734 -0.7006 2.8687 0.07 -0.27 -0.57 0.00
O 1.2139 0.5625 1.0331 0.32 -0.72 0.83 0.10
Cd 0.3970 1.1042 -1.0971 2.04 1.88 -1.69 0.66
H -2.4796 -0.7565 -0.1292 0.14 0.19 -0.27 0.01

=====

Entry 11:
9
Properties=species:S:1:pos:R:3:forces:R:3:mulliken_charge:R:1 method="wB97M-V/def2-TZVPD" homo_energy_ev=-11.78 gap_ev=12.08 lumo_ev=0.3 relative_energy_kcal_mol=5.5 total_charge=0
C -2.1174 -0.7371 2.7092 1.85 0.11 -0.60 0.40
C -0.5906 -0.2737 2.9396 -0.07 -1.84 0.10 0.62
O -2.4414 -1.8264 2.3921 -0.21 1.08 0.52 -0.38
F -2.8867 0.3476 2.8270 -0.19 -0.62 0.07 -0.18
F -0.3311 0.8699 2.3199 -0.10 -0.19 0.35 -0.16
F 0.2413 -1.2471 2.4177 -1.13 1.30 0.65 -0.19
Cl 1.7622 -0.1506 -0.5434 1.81 1.47 -0.97 -0.26
Cl -0.2894 -0.1823 4.7224 -0.15 0.16 -1.10 -0.12
H 2.7504 0.6528 -1.0802 -1.81 -1.47 0.98 0.26

=====

Entry 12:
8
Properties=species:S:1:pos:R:3:forces:R:3:mulliken_charge:R:1 method="wB97M-V/def2-TZVPD" homo_energy_ev=-16.86 gap_ev=9.99 lumo_ev=-6.9 relative_energy_kcal_mol=12.8 total_charge=+1
C -1.1844 0.5965 0.2722 -4.43 0.25 -0.66 0.54
C 0.1944 0.3474 0.2759 3.87 -1.06 -0.96 0.08
N -1.4081 3.9858 0.3008 1.66 -3.81 -0.06 -0.30
N -0.9833 2.9518 0.2923 -1.70 4.71 0.28 0.26
O -2.3129 0.7173 0.2311 2.76 -0.82 0.23 -0.02
Cl 0.6742 0.6855 2.0035 -0.22 -0.17 -1.64 0.02
Cl 0.9589 1.3586 -1.1400 -0.78 -1.13 1.82 0.02
H 0.5193 -0.7403 -0.0636 -1.17 2.01 0.99 0.41

=====

Entry 13:
8
Properties=species:S:1:pos:R:3:forces:R:3:mulliken_charge:R:1 method="wB97M-V/def2-TZVPD" homo_energy_ev="-13.35 / -13.08" gap_ev="6.15 / 5.91" lumo_ev="-7.2 / -7.2" relative_energy_kcal_mol=116.5 total_charge=+1
C 2.7731 -0.2620 -0.5725 -1.49 -1.66 -0.36 0.50
C -0.6466 0.6975 -0.3557 1.16 -2.25 1.17 0.07
N 2.3386 1.9695 0.1295 0.66 0.62 0.03 -0.45
N 2.7661 0.9799 -0.3137 0.92 1.66 0.28 0.41
O 3.1663 -1.1918 -1.1302 0.57 -0.20 -0.05 -0.20
Cl -1.1439 0.7248 -1.9364 0.01 0.14 0.39 0.10
Cl -0.0489 2.0072 0.4285 -1.15 -1.15 -0.39 0.18
H -0.5114 -0.3910 0.1543 -0.68 2.84 -1.06 0.38

=====

Entry 14:
7
Properties=species:S:1:pos:R:3:forces:R:3:lowdin_spin:R:1 method="wB97M-V/def2-TZVPD" homo_energy_ev="-7.87 / -10.51" gap_ev="8.75 / 8.56" lumo_ev="0.9 / -1.9" relative_energy_kcal_mol=56.2 total_charge=0 multiplicity=3
C 1.0174 0.0491 0.1914 -3.44 3.19 1.61 -0.01
C -0.8283 0.7925 0.5766 1.97 -1.14 -1.25 0.91
N 0.8732 -0.9742 -0.3857 1.53 -1.46 -0.58 0.29
O 0.3062 -1.9238 -0.8062 -0.69 -1.18 -0.72 0.42
Cl -1.2861 1.8351 -0.6907 0.25 0.68 0.15 0.20
Cl -1.8518 -0.5423 0.7223 -0.38 -0.26 0.79 0.19
H 1.7693 0.7636 0.3923 0.76 0.19 0.00 0.00

=====

Entry 15:
8
Properties=species:S:1:pos:R:3:forces:R:3:mulliken_charge:R:1 method="wB97M-V/def2-TZVPD" homo_energy_ev=-2.93 gap_ev=6.46 lumo_ev=3.5 relative_energy_kcal_mol=44.5 total_charge=-1
C -1.6908 1.0520 0.6455 -0.11 0.10 0.01 0.71
C 0.5391 -0.4334 -0.8790 -0.88 0.20 -0.89 -0.30
O -1.6952 0.5657 1.6839 0.07 -0.82 1.50 -0.40
O -1.7873 1.6035 -0.3516 -0.09 0.80 -1.46 -0.34
O 0.8453 0.2691 0.2386 0.33 0.42 0.62 -0.29
Cl 2.1392 -0.7230 -1.8112 0.60 -0.07 -0.09 -0.31
Cl 0.1048 -2.1944 -0.3035 0.00 -0.47 0.31 -0.33
H 1.5450 -0.1396 0.7773 0.07 -0.16 -0.01 0.25

=====

Entry 16:
9
Properties=species:S:1:pos:R:3:forces:R:3:mulliken_charge:R:1 method="wB97M-V/def2-TZVPD" homo_energy_ev=-5.39 gap_ev=8.47 lumo_ev=3.1 relative_energy_kcal_mol=0.0 total_charge=-1
C -0.4506 -0.2116 0.5446 1.46 -1.14 0.77 -0.52
C -1.0347 -0.7763 -0.4735 -0.28 0.84 -2.87 0.43
O 0.5530 1.8346 -0.7544 1.31 -0.92 2.35 -0.63
O 2.0711 -0.0692 -0.0760 -1.02 1.09 -0.31 -0.62
O 1.2427 1.3502 1.6521 -0.20 1.36 0.78 -0.64
S 1.0213 0.8987 0.3099 -0.40 -1.42 -2.01 1.11
Cl -2.3050 -1.9589 -0.4985 0.27 -0.01 0.32 -0.20
Cl -0.6172 -0.2506 -2.1795 -0.84 -0.89 1.23 -0.20
H -0.4806 -0.8171 1.4753 -0.30 1.09 -0.26 0.27

=====

Entry 17:
8
Properties=species:S:1:pos:R:3:forces:R:3:mulliken_charge:R:1 method="wB97M-V/def2-TZVPD" homo_energy_ev=-9.66 gap_ev=8.45 lumo_ev=-1.2 relative_energy_kcal_mol=12.0 total_charge=0
C 0.6708 -0.8816 -0.5292 -1.47 0.67 0.08 0.01
C 1.8473 1.8778 -0.8709 0.84 0.74 -3.17 0.26
O -0.1944 -0.2776 0.0039 -0.60 0.32 0.31 -0.37
S 1.2163 2.7057 -2.1506 0.22 -0.89 2.04 -0.13
Cl 3.2328 0.8101 -1.2512 -0.41 0.24 0.42 -0.10
Cl 1.5526 1.9362 0.7572 -0.32 0.43 0.83 -0.02
Cl 1.5431 -2.0943 0.1872 1.35 -1.89 1.27 -0.10
H 0.9722 -0.7509 -1.5237 0.39 0.37 -1.77 0.46

=====

Entry 18:
8
Properties=species:S:1:pos:R:3:forces:R:3:mulliken_charge:R:1 method="wB97M-V/def2-TZVPD" homo_energy_ev="-9.46 / -8.66" gap_ev="7.40 / 6.70" lumo_ev="-2.1 / -2.0" relative_energy_kcal_mol=102.8 total_charge=0
C -0.4593 -0.2230 0.0943 0.79 -1.75 2.77 -0.48
C 0.7113 0.2119 -0.7204 -0.39 0.18 1.36 0.74
S 0.3165 -2.0642 1.6728 -0.95 1.92 -2.03 -0.08
S -1.4360 0.8624 0.9854 -0.13 -0.68 -0.57 -0.04
Cl 0.2907 1.8059 -1.2947 0.47 1.22 -0.39 -0.13
Cl 0.8032 -0.8111 -2.0929 0.71 -1.06 -0.76 -0.09
Cl 2.2055 0.2604 0.3216 -0.49 0.03 -0.80 -0.10
H -2.4318 -0.0422 1.0339 0.00 0.14 0.41 0.18

=====

Entry 19:
7
Properties=species:S:1:pos:R:3:forces:R:3:mulliken_charge:R:1 method="wB97M-V/def2-TZVPD" homo_energy_ev=-10.94 gap_ev=10.87 lumo_ev=-0.1 relative_energy_kcal_mol=3.4 total_charge=0
C -0.1987 -0.3510 -0.0592 1.22 0.23 0.04 0.66
C 1.1025 -0.0040 -0.8855 -1.73 1.16 0.26 -0.09
H 0.7939 0.3825 -1.8623 0.41 -0.16 -0.64 0.33
O 2.1799 0.0777 -0.4000 0.18 -0.51 0.01 -0.37
F -1.2044 -0.8311 -0.7772 -0.02 -0.70 -0.77 -0.21
F 0.1665 -1.2592 0.8399 -0.51 0.09 0.69 -0.19
Cl -0.8421 1.1729 0.5980 0.45 -0.11 0.42 -0.13

=====

Entry 20:
8
Properties=species:S:1:pos:R:3:forces:R:3:mulliken_charge:R:1 method="wB97M-V/def2-TZVPD" homo_energy_ev=-10.16 gap_ev=9.33 lumo_ev=-0.8 relative_energy_kcal_mol=143.8 total_charge=0
C -0.2714 0.3249 -0.5527 -5.39 -1.74 -0.11 0.50
C 0.9790 0.0011 0.0316 2.52 1.65 -0.18 0.27
O -0.9458 0.8056 -1.3580 1.52 -0.38 1.19 -0.24
O -1.3351 -0.8568 0.7492 2.09 1.60 -1.63 -0.36
F 1.9654 0.0525 -0.9188 0.17 1.00 -0.08 -0.21
F -2.6244 -0.5850 0.3034 -0.50 0.14 -0.22 -0.16
Cl 1.0915 1.2026 1.3440 0.45 -0.12 -0.31 -0.08
H 1.1408 -0.9448 0.4011 -0.86 -2.15 1.33 0.29